# 1
{
  "formula": "C26H27N3O2",
  "method": "ωB97M-V/def2-TZVPD",
  "homo_lumo_gap_ev": 7.8,
  "lumo_energy_ev": 0.51,
  "e_tot_ev": -35964.0622,
  "relative_energy_ev": 3.417,
  "total_charge": 0,
  "elements": ["C", "C", "O", "C", "C", "C", "N", "O", "H", "H", "H", "H", "H", "H", "C", "C", "N", "C", "C", "C", "C", "C", "C", "C", "C", "C", "C", "C", "C", "N", "C", "C", "C", "C", "C", "C", "C", "H", "H", "H", "H", "H", "H", "H", "H", "H", "H", "H", "H", "H", "H", "H", "H", "H", "H", "H", "H", "H"],
  "positions_angstrom": [[2.988194, 1.801893, 1.671458], [1.731150, 0.952733, 1.613229], [1.146378, 0.831117, 3.018156], [-0.135463, 0.331491, 3.130975], [-0.404141, -0.812356, 4.206702], [-1.240722, -1.710361, 3.395902], [-1.975879, -2.472593, 2.886665], [-0.997514, 0.528040, 2.279802], [3.399814, 1.949771, 0.660275], [2.781881, 2.799071, 2.089422], [3.766653, 1.303813, 2.269258], [0.975211, 1.399174, 0.956280], [1.967884, -0.073651, 1.304736], [0.591225, -1.277149, 4.190047], [1.419986, -2.790287, 5.732678], [-0.011241, -3.107618, 5.921431], [-0.454598, -4.387957, 5.773875], [0.326294, -5.442349, 5.129009], [-1.838513, -4.436612, 5.976412], [-2.276624, -3.079520, 6.212490], [-3.658038, -2.877613, 6.279009], [-4.535625, -3.904449, 5.877991], [-4.066386, -5.175900, 5.511309], [-2.694589, -5.462474, 5.583899], [-1.095531, -2.221732, 6.102736], [-0.972945, -0.755503, 5.600731], [-2.206684, 0.097146, 6.001868], [-2.325422, 0.493959, 7.342105], [-1.411460, 0.275067, 8.481223], [-3.493131, 1.178979, 7.545811], [-3.937011, 1.742755, 8.818540], [-4.240649, 1.183928, 6.369533], [-3.474532, 0.463349, 5.381819], [-4.132228, 0.169619, 4.182786], [-5.447359, 0.634895, 3.978971], [-6.144030, 1.362921, 4.950221], [-5.538989, 1.636519, 6.179163], [1.652340, -1.884036, 6.301907], [2.085608, -3.599316, 6.054318], [1.638142, -2.617416, 4.662066], [-0.340923, -6.247440, 4.807886], [0.844069, -5.033933, 4.249988], [1.080982, -5.842193, 5.815463], [-4.050576, -1.925611, 6.634184], [-5.607727, -3.709104, 5.815595], [-4.754294, -5.944617, 5.138255], [-2.284040, -6.434335, 5.271103], [-0.180072, -0.282204, 6.207323], [-0.566002, -0.329980, 8.158178], [-1.041329, 1.235733, 8.866575], [-1.900525, -0.262614, 9.307896], [-4.848440, 2.325283, 8.648308], [-4.156305, 0.964890, 9.564256], [-3.169321, 2.399791, 9.247425], [-3.605003, -0.431316, 3.443970], [-5.945955, 0.416104, 3.040085], [-7.146852, 1.739859, 4.745552], [-6.042188, 2.200054, 6.973692]],
  "atomic_forces_ev_per_a": [[0.085, 0.019, 0.320], [-0.716, 0.153, 0.865], [-0.391, -0.802, -0.292], [-1.148, 0.702, -2.011], [0.657, 0.321, -2.716], [-2.420, -2.612, -1.024], [2.117, 1.981, 1.168], [1.797, 0.177, 1.580], [-0.285, -0.165, 0.258], [0.044, -0.389, -0.074], [-0.270, 0.259, -0.101], [0.100, -0.262, 0.294], [-0.230, 0.259, 0.023], [-0.423, 0.157, 0.559], [0.443, 0.154, -0.280], [-1.573, 0.801, -0.144], [-0.459, -0.811, 0.454], [0.089, 0.265, 0.322], [0.553, 1.370, -1.121], [0.677, -0.871, -0.560], [-0.794, -0.298, -0.125], [0.408, 0.428, 0.369], [0.759, -0.225, -0.004], [-0.652, -0.136, 0.066], [0.836, -1.040, -0.439], [-0.375, 0.541, 2.773], [-0.229, -0.162, 0.846], [0.024, 0.026, -1.471], [0.374, 0.016, 0.300], [-0.688, 0.258, -0.027], [0.138, -0.104, -0.119], [0.991, -0.857, 0.138], [-0.500, 0.370, 0.639], [-0.352, 0.294, -0.186], [0.753, -0.376, -0.040], [0.375, 0.268, 0.419], [-0.216, 0.209, -0.245], [0.184, -0.134, -0.237], [-0.208, 0.177, 0.099], [0.205, -0.110, 0.430], [0.249, 0.262, 0.106], [-0.206, -0.157, 0.155], [-0.143, -0.080, -0.121], [-0.013, -0.121, -0.447], [0.328, 0.027, 0.180], [0.267, 0.395, 0.250], [-0.430, 0.488, 0.251], [-0.046, -0.162, -0.277], [0.015, 0.052, 0.182], [0.007, -0.241, 0.030], [0.073, 0.162, -0.239], [0.327, -0.143, 0.077], [0.006, 0.085, -0.275], [-0.184, -0.076, -0.188], [-0.338, 0.199, -0.060], [0.113, -0.035, 0.074], [0.257, -0.202, 0.054], [0.038, -0.304, -0.460]]
}

# 2
{
  "formula": "H8NO14S3Zn",
  "method": "ωB97M-V/def2-TZVPD",
  "homo_lumo_gap_ev": 5.5,
  "lumo_energy_ev": 6.35,
  "e_tot_ev": -111210.7857,
  "relative_energy_ev": 0.000,
  "total_charge": -3,
  "elements": ["Zn", "N", "H", "H", "H", "H", "S", "O", "O", "O", "O", "S", "O", "O", "O", "O", "S", "O", "O", "O", "O", "O", "H", "H", "O", "H", "H"],
  "positions_angstrom": [[-0.024397, -0.723923, 0.518680], [0.932449, 1.970733, -1.238086], [1.386475, 1.357098, -0.533851], [0.265397, 2.618473, -0.692052], [0.340082, 1.347671, -1.859088], [1.596917, 2.480152, -1.800182], [-0.861077, 2.424821, 1.611688], [-0.243274, 2.834254, 2.875826], [-0.348414, 1.087381, 1.194822], [-2.325537, 2.406610, 1.721414], [-0.427287, 3.344023, 0.509646], [2.597022, -0.821623, 0.867308], [1.807283, -0.205945, -0.288230], [3.483386, 0.197490, 1.425913], [1.481918, -1.205933, 1.787992], [3.346959, -2.018514, 0.463576], [-1.673670, -0.571712, -2.388499], [-1.603936, -1.918612, -2.998417], [-1.335618, -0.711335, -0.943550], [-0.682460, 0.315667, -3.058343], [-3.026565, 0.005303, -2.505558], [0.207269, -2.777853, -0.241070], [0.479173, -3.581159, 0.208192], [-0.145570, -3.026240, -1.106629], [-1.488603, -1.484318, 1.903847], [-2.305816, -1.044238, 2.156625], [-1.432106, -2.298269, 2.408026]],
  "atomic_forces_ev_per_a": [[-0.557, 0.624, -0.461], [-1.438, 0.095, -0.511], [0.212, -0.125, -0.281], [0.287, -0.061, 0.268], [0.371, 0.200, 0.167], [0.113, -0.022, 0.021], [-0.157, 0.325, -0.008], [0.104, 0.034, 0.180], [-0.055, -0.076, 0.391], [-0.119, -0.134, 0.028], [-0.137, 0.656, -0.197], [0.730, 0.397, -0.333], [1.071, -0.793, -0.128], [-0.043, -0.132, 0.160], [0.050, -0.615, 1.046], [-0.146, 0.044, -0.212], [-0.647, 0.265, -1.037], [0.057, -0.471, 0.016], [-0.064, 0.113, 0.452], [0.357, 0.277, 0.388], [0.251, -0.296, 0.010], [-0.104, -0.851, -0.053], [0.313, 0.136, 0.010], [-0.278, 0.475, -0.113], [-0.431, -0.472, 0.432], [0.124, 0.386, -0.221], [0.136, 0.024, -0.015]]
}

# 3
{
  "formula": "C5H15NO",
  "method": "ωB97M-V/def2-TZVPD",
  "homo_lumo_gap_ev": 8.5,
  "lumo_energy_ev": 0.76,
  "e_tot_ev": -8964.8597,
  "relative_energy_ev": 1.499,
  "total_charge": 0,
  "elements": ["C", "C", "N", "C", "C", "C", "H", "H", "H", "H", "H", "H", "H", "H", "H", "H", "H", "H", "H", "H", "H", "O"],
  "positions_angstrom": [[-0.263376, -0.518811, -1.883033], [-0.667357, -1.383790, -0.653339], [0.169876, -1.322509, 0.527279], [-0.275038, -0.628942, 1.728391], [-0.767772, 0.825218, 1.484507], [1.569776, -1.110513, 0.240628], [-0.023763, 0.493912, -1.584848], [0.559838, -0.997281, -2.417664], [-1.084651, -0.658806, -2.589678], [-0.701138, -2.422482, -1.019170], [-1.664600, -1.031848, -0.389614], [0.492653, -0.828292, 2.473886], [-1.151680, -1.192585, 2.085741], [-1.298087, 1.063911, 2.409085], [-1.543509, 0.803675, 0.720295], [0.059349, 1.427526, 1.120344], [2.173918, -1.330690, 1.132406], [1.913007, -0.116626, -0.076197], [1.953291, -1.789353, -0.527388], [0.212516, 3.900728, -1.633753], [0.495161, 3.414292, -0.214799], [-0.158414, 3.403265, -0.933079]],
  "atomic_forces_ev_per_a": [[-0.036, -1.471, 0.386], [-0.019, 0.440, -0.497], [1.238, 0.081, -0.181], [-1.477, -0.595, -1.235], [0.182, -1.637, 0.505], [0.938, -0.451, 0.326], [-0.216, 0.313, -0.379], [0.380, 0.316, 0.260], [-0.153, 0.782, 0.053], [-0.292, 0.136, 0.235], [-0.162, -0.451, 0.179], [0.088, 0.719, 0.125], [0.074, 0.126, 0.072], [0.516, 0.987, -0.031], [0.107, -0.014, -0.154], [-0.163, 0.552, 0.493], [-0.235, -0.042, -0.051], [-0.458, 0.323, -0.089], [-0.316, -0.107, -0.009], [0.638, 0.785, -1.046], [-0.312, 0.065, -0.418], [-0.322, -0.858, 1.456]]
}

# 4
{
  "formula": "C24H15BBrCl3F4N6S4SbScSeSi",
  "method": "ωB97M-V/def2-TZVPD",
  "homo_lumo_gap_ev": 3.8,
  "lumo_energy_ev": 2.38,
  "e_tot_ev": -297049.7633,
  "relative_energy_ev": 1.439,
  "total_charge": -2,
  "elements": ["Sc", "S", "Sb", "S", "S", "S", "Se", "N", "C", "C", "C", "C", "C", "N", "C", "C", "N", "C", "C", "C", "C", "C", "N", "H", "H", "H", "H", "H", "H", "Br", "C", "C", "C", "C", "C", "C", "N", "C", "C", "C", "C", "C", "C", "N", "H", "H", "H", "H", "H", "H", "H", "H", "H", "F", "B", "F", "F", "F", "Cl", "Si", "Cl", "Cl"],
  "positions_angstrom": [[1.297784, 0.510519, 1.471150], [2.035084, 2.158619, 6.511550], [0.721584, 1.242819, 4.847950], [1.661084, -0.672081, 3.856050], [0.585284, 2.664119, 2.967450], [-1.407016, 0.871419, 5.673650], [-6.546616, -1.914881, -0.268650], [-5.767616, -0.312481, -0.191050], [-4.509816, -0.485481, 0.195350], [-3.573616, 0.580319, 0.368650], [-3.937916, 1.920119, 0.205650], [-2.984416, 2.888919, 0.402050], [-1.685716, 2.495819, 0.731950], [-1.311816, 1.240619, 0.889350], [-2.237516, 0.276819, 0.740250], [-1.856116, -1.077881, 1.056250], [-0.612116, -1.295981, 1.533250], [-0.306016, -2.513881, 1.947850], [-1.175516, -3.603481, 1.864150], [-2.427216, -3.414081, 1.329750], [-2.801716, -2.126181, 0.932750], [-4.117316, -1.836181, 0.444950], [-5.060016, -2.748581, 0.250950], [-4.965016, 2.157819, -0.031250], [-3.215616, 3.938219, 0.307750], [-0.925716, 3.246619, 0.904850], [0.682684, -2.636681, 2.370050], [-0.847416, -4.570281, 2.206250], [-3.137116, -4.220181, 1.212850], [1.427384, -5.562181, -4.209650], [1.118384, -3.913181, -3.319750], [0.264284, -3.869681, -2.234650], [0.068684, -2.672581, -1.573550], [0.708184, -1.505681, -1.995850], [1.539284, -1.579681, -3.123250], [1.759884, -2.775981, -3.773050], [0.602884, -0.314081, -1.289050], [0.510584, 0.775419, -1.970650], [0.708684, 2.103719, -1.464550], [0.502184, 3.178819, -2.343850], [0.848684, 4.451719, -1.952750], [1.410784, 4.624919, -0.692950], [1.544784, 3.520119, 0.134550], [1.181984, 2.289519, -0.215950], [-0.218816, -4.769881, -1.887450], [-0.586016, -2.646681, -0.721550], [2.072484, -0.697781, -3.444650], [2.439184, -2.820581, -4.612450], [0.329784, 0.737519, -3.052150], [0.099384, 2.984019, -3.327450], [0.706484, 5.290019, -2.621650], [1.757084, 5.588719, -0.355950], [1.974284, 3.653219, 1.123650], [5.407184, 1.247219, 0.840450], [4.311784, 1.991319, 0.594050], [3.190784, 1.469619, 1.498650], [3.826384, 1.825719, -0.679650], [4.465184, 3.306119, 0.895950], [3.971684, -1.223781, -1.305550], [3.151784, -1.586881, 0.643050], [2.399084, -3.616181, 0.180850], [4.931084, -2.247381, 1.525050]],
  "atomic_forces_ev_per_a": [[-0.448, 0.507, 1.607], [-0.028, -0.204, -0.493], [-0.449, 0.569, 1.694], [0.133, 0.265, -1.305], [0.333, -0.701, -0.563], [0.096, -0.189, -0.466], [0.694, 0.239, 0.167], [0.640, 0.242, 0.115], [-1.657, -0.236, -0.449], [1.039, 0.675, 0.244], [0.163, -0.193, 0.127], [0.083, -0.196, -0.039], [-0.086, 0.275, -0.029], [-0.096, -0.659, -0.231], [-0.695, 1.322, -0.292], [-0.008, -1.415, 0.269], [-0.183, 0.320, -0.331], [0.239, -0.099, 0.075], [-0.192, 0.156, -0.165], [0.157, 0.158, 0.007], [1.211, 0.129, 0.301], [-1.446, -0.750, -0.256], [0.676, 0.092, 0.186], [-0.027, 0.018, -0.080], [-0.012, 0.084, 0.018], [-0.005, -0.078, 0.041], [-0.050, 0.049, -0.011], [0.075, -0.105, 0.037], [-0.029, -0.058, 0.063], [-0.008, -0.050, 0.006], [-0.063, 0.025, 0.000], [-0.067, -0.046, -0.237], [-0.027, 0.451, -0.144], [-0.130, -1.087, -0.874], [-0.207, 0.126, 0.206], [-0.084, -0.045, -0.129], [0.094, 2.037, 0.234], [-0.177, -1.963, -0.034], [0.237, 1.603, 0.573], [0.036, -0.813, 0.244], [0.214, 0.351, 0.514], [-0.271, -0.145, -0.642], [0.266, 0.151, 0.339], [-0.171, -0.205, -0.585], [-0.042, -0.041, 0.047], [-0.044, 0.031, 0.202], [0.099, 0.015, 0.057], [0.010, -0.029, 0.005], [0.021, -0.122, 0.087], [-0.007, -0.029, -0.070], [0.008, 0.034, -0.013], [0.001, 0.056, 0.077], [-0.108, -0.249, -0.108], [0.648, -0.493, 0.227], [-0.536, -0.412, 0.200], [-0.017, -0.233, -0.170], [-0.206, -0.003, -0.833], [0.059, 0.995, 0.299], [0.136, 0.141, -0.033], [0.108, -0.581, -0.523], [0.026, 0.148, 0.387], [0.073, 0.166, 0.448]]
}

# 5
{
  "formula": "C11H9F2NO",
  "method": "ωB97M-V/def2-TZVPD",
  "homo_lumo_gap_ev": 8.5,
  "lumo_energy_ev": 0.38,
  "e_tot_ev": -20523.2127,
  "relative_energy_ev": 1.315,
  "total_charge": 0,
  "elements": ["C", "C", "C", "C", "C", "C", "C", "C", "C", "C", "C", "N", "O", "F", "F", "H", "H", "H", "H", "H", "H", "H", "H", "H"],
  "positions_angstrom": [[1.345247, -0.933284, 0.496732], [1.512058, 1.355599, -0.252088], [2.769882, -0.997846, 0.493447], [2.868863, 1.312381, -0.208580], [0.736806, 0.208504, 0.052729], [3.534716, 0.074200, 0.233325], [-3.003091, 0.909042, 0.716275], [-2.548092, -1.460036, 0.474292], [-1.715974, 1.190919, 0.375032], [-3.387045, -0.403022, 0.912254], [-0.776171, 0.124978, 0.160931], [-1.206533, -1.098898, 0.204475], [4.879208, -0.054465, 0.436892], [-1.175714, 2.406687, 0.197861], [-0.862286, -0.073017, -2.221058], [0.718453, -1.629705, 1.003988], [1.092658, 2.268064, -0.603543], [3.098480, -1.942072, 0.811583], [3.491116, 2.159135, -0.221290], [-3.735534, 1.700622, 0.847510], [-2.629056, -2.529505, 0.536502], [-4.332010, -0.553617, 1.403084], [-0.981960, -0.910351, -2.949475], [5.212922, 0.860380, 0.587021]],
  "atomic_forces_ev_per_a": [[2.112, 1.383, -0.205], [-0.346, -0.748, -0.539], [-3.034, -1.009, 0.395], [1.572, -3.114, 1.830], [-1.265, 0.987, 0.385], [-0.803, 1.944, -0.881], [0.194, 1.294, 0.067], [2.819, 3.546, 1.124], [2.155, -1.386, -0.819], [0.290, -2.461, -0.850], [-0.336, 0.901, 0.911], [-3.058, -2.140, -0.048], [0.291, 1.676, -0.015], [-0.875, 0.581, 0.192], [-0.702, -4.323, -4.796], [0.143, -0.924, -0.262], [-0.644, 0.471, 0.039], [1.283, -0.859, 0.493], [0.488, 1.242, -0.624], [0.257, 0.016, 0.230], [-0.802, -0.086, 0.043], [-0.401, -0.371, -0.291], [0.662, 4.419, 3.877], [-0.001, -1.039, -0.256]]
}

# 6
{
  "formula": "C2H8N4",
  "method": "ωB97M-V/def2-TZVPD",
  "homo_lumo_gap_ev": 8.8,
  "lumo_energy_ev": 1.02,
  "e_tot_ev": -8161.3705,
  "relative_energy_ev": 2.881,
  "total_charge": 0,
  "elements": ["N", "C", "N", "N", "N", "C", "H", "H", "H", "H", "H", "H", "H", "H"],
  "positions_angstrom": [[-0.874683, -1.301324, 1.073123], [-0.130406, -0.516759, 0.156124], [-1.250828, -1.321795, -0.168704], [1.090377, -1.072532, -0.275025], [0.814093, 1.664363, -0.567383], [-0.246629, 1.005365, 0.221311], [-1.432882, -0.854185, 1.802306], [-1.130204, -2.141177, -0.762771], [-1.229280, 1.335150, -0.131538], [1.310827, -2.058930, -0.229799], [1.815956, -0.395869, -0.525683], [0.545722, 1.688317, -1.556370], [0.858664, 2.654570, -0.302119], [-0.140727, 1.314806, 1.266530]],
  "atomic_forces_ev_per_a": [[3.134, -1.551, 6.736], [0.425, -1.054, -0.401], [-4.519, 1.829, -6.332], [1.403, 1.489, -0.426], [-0.226, 0.595, -0.194], [0.345, 0.125, -0.532], [-0.593, 0.242, -0.813], [0.633, -0.201, 0.832], [-0.145, -0.455, 0.255], [-0.339, 0.531, 0.279], [-0.433, -0.721, 0.334], [0.120, -0.205, 0.408], [0.082, -0.557, -0.003], [0.110, -0.068, -0.142]]
}